Formula: C24H64F18HfO24P3S8
Source: OMol25
Level of theory: the ωB97M-V functional and the def2-TZVPD basis

Structure (XYZ):
```
142
Properties=species:S:1:pos:R:3
Hf -2.22 -1.82 0.72
P 0.21 0.26 0.11
F 0.07 1.53 -1.02
F 1.55 -0.23 -0.53
F 0.90 1.25 1.20
F 0.18 -1.09 1.06
F -1.28 0.49 0.68
F -0.55 -0.75 -0.86
P -2.29 4.56 -0.63
F -1.02 4.51 -1.66
F -2.46 6.12 -0.98
F -3.17 4.19 -2.00
F -3.55 4.71 0.27
F -2.21 3.01 -0.33
F -1.16 5.01 0.49
P -0.84 -4.00 3.70
F -1.11 -3.20 2.33
F -2.02 -5.09 3.28
F 0.33 -5.03 3.09
F -0.72 -4.75 5.13
F 0.19 -2.91 4.32
F -1.95 -3.03 4.46
O -1.66 -0.85 2.79
S -1.09 0.18 3.71
O 0.39 0.37 3.74
O -1.78 1.72 3.36
C -1.02 2.86 3.73
C -2.00 4.07 3.94
C -1.87 -0.11 5.42
H -0.37 3.23 2.94
H -0.33 2.70 4.55
H -2.32 4.45 2.97
H -1.61 4.83 4.62
H -2.82 3.51 4.40
H -1.37 -1.01 5.77
H -2.95 -0.07 5.46
H -1.67 0.85 5.90
O 0.75 5.01 -5.30
S 1.91 4.25 -5.67
O 3.16 4.99 -5.83
O 2.23 2.94 -4.54
C 1.11 2.31 -3.94
C 1.36 0.86 -4.11
C 1.60 3.16 -7.21
H 0.23 2.59 -4.51
H 0.93 2.54 -2.89
H 1.19 0.53 -5.13
H 0.58 0.22 -3.69
H 2.30 0.45 -3.72
H 0.83 3.67 -7.78
H 1.06 2.33 -6.76
H 2.59 2.95 -7.62
O -0.14 -3.30 -0.08
S 1.11 -3.90 -0.41
O 1.09 -5.36 -0.57
O 1.76 -3.29 -1.74
C 3.05 -3.77 -2.03
C 3.45 -2.88 -3.16
C 2.34 -3.40 0.93
H 3.04 -4.85 -2.19
H 3.71 -3.53 -1.20
H 2.71 -2.94 -3.96
H 4.47 -3.08 -3.45
H 3.33 -1.80 -3.01
H 1.92 -3.64 1.91
H 2.64 -2.37 0.75
H 3.22 -4.03 0.83
O -4.49 0.71 3.93
S -4.67 0.69 2.47
O -3.79 -0.20 1.62
O -6.23 0.29 2.26
C -7.27 0.78 2.99
C -8.33 -0.30 3.28
C -4.80 2.39 1.81
H -7.70 1.61 2.42
H -6.98 1.38 3.85
H -7.98 -1.11 3.93
H -8.66 -0.83 2.39
H -9.15 0.11 3.87
H -3.75 2.71 1.80
H -5.44 2.91 2.53
H -5.33 2.26 0.87
O 4.69 3.75 3.76
S 4.90 2.36 3.55
O 5.79 1.78 2.50
O 5.17 1.57 4.97
C 6.44 0.95 5.15
C 7.59 1.94 5.57
C 3.28 1.56 3.26
H 6.81 0.38 4.30
H 6.31 0.15 5.89
H 7.23 2.23 6.56
H 7.56 2.80 4.90
H 8.55 1.42 5.53
H 2.63 1.95 4.05
H 3.38 0.48 3.44
H 2.99 1.75 2.23
O 5.64 -2.93 -0.51
S 6.61 -1.94 -0.14
O 8.01 -2.44 -0.09
O 6.45 -0.46 -0.93
C 5.16 0.09 -0.98
C 5.15 1.17 -2.11
C 6.12 -1.34 1.55
H 5.03 0.64 -0.05
H 4.29 -0.54 -1.19
H 4.22 1.36 -2.64
H 5.86 0.87 -2.88
H 5.46 2.13 -1.69
H 6.88 -0.60 1.80
H 6.14 -2.22 2.18
H 5.06 -1.07 1.52
O -3.20 -0.32 -1.01
S -3.90 0.29 -2.16
O -4.85 -0.49 -2.97
O -4.71 1.70 -1.59
C -5.71 2.32 -2.39
C -6.86 2.46 -1.46
C -2.59 1.10 -3.20
H -6.07 1.63 -3.15
H -5.27 3.22 -2.81
H -7.73 2.87 -1.99
H -6.70 3.12 -0.61
H -7.19 1.45 -1.22
H -2.19 0.39 -3.92
H -1.81 1.52 -2.56
H -3.03 1.92 -3.77
O -2.22 -2.79 -1.72
S -1.62 -3.30 -3.03
O -0.74 -2.42 -3.77
O -0.88 -4.72 -2.70
C -0.21 -5.31 -3.86
C 0.47 -6.61 -3.61
C -3.07 -3.87 -4.08
H 0.39 -4.46 -4.20
H -0.98 -5.49 -4.62
H 1.19 -6.45 -2.81
H 0.90 -6.90 -4.56
H -0.09 -7.39 -3.10
H -3.69 -2.97 -4.01
H -3.64 -4.66 -3.60
H -2.77 -4.15 -5.09
```

Results
* 2S+1: 2
* HOMO-LUMO gap (spin up / spin down): 6.55 / 8.23 eV
* E_tot: -8814.0568 a.u.

Löwdin atomic charge list, values in e, 99 entries: 2.01, 0.25, -0.16, -0.08, -0.10, -0.21, -0.20, -0.20, 0.14, -0.19, -0.16, -0.21, -0.12, -0.14, -0.17, 0.27, -0.23, -0.17, -0.16, -0.16, -0.15, -0.20, -0.48, 0.83, -0.28, -0.29, -0.28, -0.02, -0.03, 0.12, 0.11, 0.06, 0.08, 0.07, 0.07, 0.06, 0.07, -0.28, 0.71, -0.30, -0.27, -0.31, -0.08, -0.06, 0.11, 0.11, 0.07, 0.06, 0.07, 0.06, 0.03, 0.07, -0.38, 0.67, -0.27, -0.26, -0.28, -0.04, -0.05, 0.13, 0.07, 0.08, 0.10, 0.07, 0.06, 0.06, 0.07, -0.28, 0.78, -0.42, -0.26, -0.32, -0.04, -0.04, 0.12, 0.12, 0.08, 0.08, 0.08, 0.06, 0.09, 0.05, -0.26, 0.67, -0.33, -0.26, -0.29, -0.04, -0.11, 0.09, 0.12, 0.07, 0.07, 0.08, 0.06, 0.07, 0.06, -0.31, 0.70